A structure of composition C30H45Cl3Ge2N5ORu, computed with wB97M-V/def2-TZVPD.

CARTESIAN COORDINATES (ANGSTROEM)
Ru -0.045 -0.139 1.219
C 3.276 -0.191 1.403
N 2.157 0.062 0.447
C 2.418 -0.734 -0.779
C 2.174 1.504 0.184
C 3.071 2.068 -0.696
C 3.179 3.454 -0.789
C 2.417 4.268 0.040
C 1.525 3.715 0.939
C 1.357 2.326 0.994
N 0.423 1.631 1.775
C -0.028 2.001 3.047
C -0.289 3.296 3.517
C -0.714 3.480 4.817
C -0.871 2.393 5.669
C -0.658 1.099 5.204
C -0.275 0.903 3.898
N -0.044 -0.444 3.343
C -1.111 -1.396 3.789
C 1.245 -0.949 3.895
H 4.228 0.019 0.911
H 3.273 -1.229 1.725
H 3.183 0.472 2.260
H 3.473 -0.702 -1.054
H 1.835 -0.347 -1.613
H 2.146 -1.772 -0.605
H 3.722 1.447 -1.296
H 3.882 3.893 -1.484
H 2.522 5.342 -0.010
H 0.957 4.383 1.562
H -0.251 4.152 2.866
H -0.935 4.477 5.168
H -1.180 2.549 6.693
H -0.805 0.265 5.875
H -0.998 -1.617 4.849
H -1.012 -2.324 3.233
H -2.100 -0.970 3.636
H 1.144 -1.087 4.972
H 2.031 -0.225 3.716
H 1.487 -1.907 3.446
C -1.138 -0.643 -5.311
C -0.466 -1.411 -4.179
C -1.429 -1.878 -3.090
C -2.216 -0.746 -2.430
Ge -1.080 0.626 -1.677
C -0.042 1.941 -2.662
C -0.621 3.363 -2.615
C -1.837 3.544 -3.525
C -1.493 3.550 -5.010
H -0.421 -0.395 -6.093
H -1.592 0.294 -4.981
H -1.927 -1.242 -5.766
H 0.337 -0.804 -3.726
H 0.038 -2.286 -4.591
H -0.867 -2.421 -2.323
H -2.145 -2.591 -3.505
H -2.907 -1.100 -1.666
H -2.817 -0.185 -3.155
H -0.177 -0.074 -0.552
H -0.078 1.537 -3.677
H 0.996 1.909 -2.334
H 0.172 4.052 -2.914
H -0.878 3.638 -1.590
H -2.319 4.489 -3.269
H -2.584 2.764 -3.307
H -0.854 4.400 -5.249
H -2.394 3.633 -5.617
H -0.973 2.646 -5.330
Cl -4.114 -0.917 0.953
Ge -2.480 0.364 1.408
Cl -2.494 1.860 -0.434
Cl -3.288 1.708 2.844
N 0.613 -7.345 0.361
C -0.485 -6.569 0.412
O -1.623 -6.970 0.401
C -0.274 -5.065 0.532
C -1.363 -4.266 0.213
C -1.280 -2.901 0.379
N -0.181 -2.284 0.851
C 0.875 -3.063 1.142
C 0.873 -4.437 1.003
H 0.476 -8.341 0.270
H 1.539 -6.986 0.216
H -2.277 -4.729 -0.133
H -2.132 -2.278 0.150
H 1.758 -2.564 1.514
H 1.754 -4.992 1.294

Atoms 1-6, force components in eV/Å:
Ru 0.33 0.17 0.24
C 0.04 0.01 0.05
N -0.28 0.13 0.16
C 0.00 0.00 -0.14
C 0.03 -0.23 0.01
C 0.04 0.08 -0.01

As for the multiplicity: 1. The orbital gap (spin up / spin down) comes out at 5.19 / 5.20 eV. The charge is +3. The calculation puts the HOMO energy (spin up / spin down) at -16.79 / -16.79 eV.

The molecule's Löwdin atomic charges, reported in e, are given here:
1. Ru 0.931
2. C -0.027
3. N -0.237
4. C -0.054
5. C -0.216
6. C 0.000
7. C 0.016
8. C -0.008
9. C 0.041
10. C -0.174
11. N 0.006
12. C -0.235
13. C 0.011
14. C -0.012
15. C 0.021
16. C 0.010
17. C -0.240
18. N -0.282
19. C -0.053
20. C -0.018
21. H 0.115
22. H 0.087
23. H 0.093
24. H 0.106
25. H 0.072
26. H 0.080
27. H 0.133
28. H 0.138
29. H 0.135
30. H 0.105
31. H 0.112
32. H 0.137
33. H 0.140
34. H 0.135
35. H 0.106
36. H 0.091
37. H 0.056
38. H 0.116
39. H 0.082
40. H 0.083
41. C -0.084
42. C -0.265
43. C -0.261
44. C -0.298
45. Ge 0.773
46. C -0.280
47. C -0.292
48. C -0.264
49. C -0.082
50. H 0.092
51. H 0.048
52. H 0.098
53. H 0.082
54. H 0.122
55. H 0.089
56. H 0.132
57. H 0.035
58. H 0.088
59. H -0.076
60. H 0.060
61. H 0.051
62. H 0.123
63. H 0.064
64. H 0.121
65. H 0.091
66. H 0.089
67. H 0.090
68. H 0.058
69. Cl 0.275
70. Ge -0.085
71. Cl 0.392
72. Cl 0.306
73. N 0.206
74. C -0.487
75. O 0.114
76. C -0.070
77. C 0.049
78. C -0.138
79. N -0.078
80. C -0.145
81. C 0.037
82. H 0.138
83. H 0.107
84. H 0.144
85. H 0.022
86. H 0.077
87. H 0.130

A structure of composition C30H45ClN2O4S2SiTl, computed with wB97M-V/def2-TZVPD.

CARTESIAN COORDINATES (ANGSTROEM)
Tl -0.089 0.060 0.284
S 2.185 -1.153 -0.263
C 2.100 -1.222 -1.941
N 3.166 -1.575 -2.627
C 3.132 -1.627 -4.087
C 2.251 -0.520 -4.584
N 0.919 -0.701 -4.002
C -0.245 -0.475 -4.884
C -0.672 0.972 -4.940
C -1.870 1.371 -4.362
C -2.282 2.692 -4.456
C -1.497 3.620 -5.124
C -0.297 3.227 -5.699
C 0.113 1.907 -5.609
C 0.808 -0.975 -2.722
S -0.700 -1.171 -1.999
C 4.445 -1.981 -2.001
C 5.457 -0.860 -1.980
C 6.313 -0.645 -3.056
C 7.229 0.397 -3.029
C 7.309 1.221 -1.916
C 6.480 0.993 -0.827
C 5.554 -0.038 -0.859
H 2.761 -2.604 -4.408
H 4.144 -1.495 -4.462
H 2.174 -0.547 -5.667
H 2.653 0.449 -4.281
H -1.063 -1.100 -4.538
H 0.049 -0.817 -5.876
H -2.490 0.647 -3.848
H -3.221 2.994 -4.013
H -1.823 4.648 -5.206
H 0.314 3.946 -6.229
H 1.038 1.606 -6.090
H 4.813 -2.833 -2.574
H 4.242 -2.316 -0.989
H 6.304 -1.318 -3.907
H 7.894 0.548 -3.869
H 8.026 2.031 -1.891
H 6.562 1.614 0.056
H 4.913 -0.212 -0.004
C 3.481 1.834 1.268
C 2.598 3.005 1.694
C 1.501 2.545 2.647
C 3.450 4.073 2.370
O 2.019 3.620 0.548
Si 1.241 3.126 -0.804
O 0.236 1.875 -0.606
O 2.291 2.655 -1.981
C 3.254 3.432 -2.713
C 2.581 4.545 -3.510
C 4.304 4.015 -1.769
C 3.915 2.459 -3.684
O 0.411 4.409 -1.345
C -0.315 5.447 -0.669
C -1.151 4.851 0.460
C 0.671 6.478 -0.125
C -1.220 6.083 -1.712
H 3.919 1.345 2.140
H 4.280 2.186 0.614
H 2.891 1.101 0.708
H 1.929 2.080 3.536
H 0.842 1.822 2.161
H 0.887 3.391 2.954
H 3.941 3.665 3.254
H 2.829 4.918 2.671
H 4.211 4.436 1.678
H 2.245 5.351 -2.858
H 1.710 4.148 -4.033
H 3.286 4.949 -4.239
H 3.821 4.537 -0.942
H 4.939 4.721 -2.306
H 4.934 3.221 -1.361
H 3.217 2.209 -4.488
H 4.223 1.552 -3.160
H 4.798 2.915 -4.135
H -0.503 4.439 1.236
H -1.781 4.047 0.073
H -1.785 5.617 0.905
H 1.398 5.989 0.523
H 0.142 7.241 0.448
H 1.204 6.964 -0.944
H -1.908 5.335 -2.110
H -0.625 6.482 -2.535
H -1.798 6.895 -1.269
Cl -1.797 0.068 1.943

Atoms 1-6, force components in eV/Å:
Tl -0.19 0.00 -0.35
S -0.43 0.06 0.40
C 0.22 0.11 0.02
N -0.15 -0.08 -0.01
C -0.11 -0.05 -0.14
C 0.13 0.02 0.05

As for the multiplicity: 1. The orbital gap comes out at 7.21 eV. The charge is +1. The calculation puts the HOMO energy at -11.93 eV.

The molecule's Löwdin atomic charges, reported in e, are given here:
1. Tl 0.437
2. S 0.805
3. C -0.574
4. N -0.066
5. C -0.076
6. C -0.087
7. N -0.054
8. C -0.099
9. C -0.207
10. C -0.035
11. C -0.056
12. C -0.064
13. C -0.077
14. C -0.042
15. C -0.614
16. S 0.780
17. C -0.096
18. C -0.211
19. C -0.050
20. C -0.064
21. C -0.064
22. C -0.077
23. C -0.039
24. H 0.154
25. H 0.126
26. H 0.141
27. H 0.102
28. H 0.095
29. H 0.137
30. H 0.106
31. H 0.112
32. H 0.112
33. H 0.112
34. H 0.108
35. H 0.143
36. H 0.090
37. H 0.112
38. H 0.112
39. H 0.114
40. H 0.112
41. H 0.085
42. C -0.034
43. C -0.630
44. C -0.013
45. C -0.015
46. O -0.101
47. Si 0.023
48. O -0.365
49. O -0.088
50. C -0.611
51. C -0.015
52. C -0.008
53. C -0.025
54. O -0.087
55. C -0.628
56. C -0.017
57. C -0.016
58. C -0.026
59. H 0.105
60. H 0.067
61. H 0.005
62. H 0.100
63. H 0.024
64. H 0.096
65. H 0.094
66. H 0.092
67. H 0.087
68. H 0.081
69. H 0.072
70. H 0.096
71. H 0.080
72. H 0.098
73. H 0.065
74. H 0.067
75. H 0.070
76. H 0.100
77. H 0.072
78. H 0.093
79. H 0.094
80. H 0.072
81. H 0.093
82. H 0.088
83. H 0.080
84. H 0.087
85. H 0.092
86. Cl 0.041

Question: Which value of multiplicity does entry 1 give?
Answer: 1